# C3H4NaO3

C3H4NaO3 as an isolated structure in a non-equilibrium geometry (the ωB97M-V functional and the def2-TZVPD basis, the OMol25 dataset).

The energy above the lowest of the compared OMol25 structures with the same formula, charge and spin comes out at 4.9 kcal per mole. Its total charge is -1. The HOMO energy comes out at -2.4 eV. Its LUMO energy is 1.77 eV.

Geometry (Å):
O1 0.5949 1.0343 -0.1040
C1 0.3748 -0.1937 0.2283
O2 -0.7963 -0.7190 0.1134
O3 1.3720 -0.9189 0.6144
Na1 2.7022 0.8749 0.6373
C2 -1.6152 -1.9664 -1.8270
C3 -2.0473 -1.2798 -2.9237
H1 -0.6608 -2.5017 -1.8656
H2 -2.3478 -2.4330 -1.1600
H3 -3.1208 -1.1896 -3.1181
H4 -1.3735 -1.1360 -3.7745

Atom charges from the natural (NBO) analysis, given in e for atoms 1 to 4: -0.97, 0.93, -0.84, -0.98